One molecule with the formula C4H11NO2 in a non-equilibrium geometry. Source: the Open Molecules 2025 dataset; level of theory: the ωB97M-V functional and the def2-TZVPD basis.

ORCA input file:
```
! wB97M-V def2-TZVPD RIJCOSX def2/J DEFGRID3
* xyz 0 1
N -1.433 0.605 -0.591
C -0.537 -0.448 -0.179
C -1.016 -1.291 0.976
O -2.054 -2.270 0.746
C 0.983 -0.039 0.257
C 1.659 1.072 -0.460
O 1.073 2.385 -0.144
H -0.922 1.450 -0.534
H -1.684 0.371 -1.554
H -0.482 -1.152 -1.079
H -0.210 -1.915 1.247
H -1.280 -0.667 1.806
H -2.941 -1.967 0.554
H 1.028 -0.105 1.305
H 1.478 -0.892 -0.094
H 2.728 1.070 -0.123
H 1.786 0.889 -1.589
H 1.824 2.903 -0.543
*
```

- SMILES string = N[C@H](CO)CCO
- gap between HOMO and LUMO (hartree) = 0.3585
- E_HOMO (eV) = -9.059

=====

One molecule with the formula C4H11NO2 in a non-equilibrium geometry. Source: the Open Molecules 2025 dataset; level of theory: the ωB97M-V functional and the def2-TZVPD basis.

ORCA input file:
```
! wB97M-V def2-TZVPD RIJCOSX def2/J DEFGRID3
* xyz 0 1
C 0.206 0.118 2.384
N -0.430 -0.472 1.183
C -0.299 0.343 -0.017
C -1.231 -0.210 -1.070
O -0.742 -1.501 -1.467
C 1.129 0.425 -0.550
O 1.181 1.140 -1.789
H 0.403 -0.688 3.078
H 1.093 0.702 2.152
H -0.485 0.846 2.806
H 0.045 -1.358 0.997
H -0.615 1.362 0.209
H -2.221 -0.298 -0.621
H -1.361 0.434 -1.948
H -1.161 -1.714 -2.304
H 1.793 0.952 0.126
H 1.560 -0.576 -0.667
H 1.134 0.494 -2.502
*
```

- SMILES string = CNC(CO)CO
- gap between HOMO and LUMO (hartree) = 0.3496
- E_HOMO (eV) = -8.792

=====

One molecule with the formula C4H11NO2 in a non-equilibrium geometry. Source: the Open Molecules 2025 dataset; level of theory: the ωB97M-V functional and the def2-TZVPD basis.

ORCA input file:
```
! wB97M-V def2-TZVPD RIJCOSX def2/J DEFGRID3
* xyz 0 1
C -0.788 -0.851 1.081
C 0.212 0.275 0.867
C -0.538 1.646 0.693
C 1.213 0.181 -0.284
N 0.833 -0.622 -1.524
O -0.468 -0.214 -1.994
O 0.805 -2.034 -1.229
H -1.357 -0.684 2.003
H -1.534 -0.908 0.282
H -0.280 -1.813 1.193
H 0.796 0.370 1.791
H 0.154 2.490 0.612
H -1.143 1.823 1.589
H -1.196 1.638 -0.178
H 2.131 -0.283 0.097
H 1.531 1.157 -0.666
H -0.252 0.090 -2.895
H -0.117 -2.263 -1.438
*
```

- SMILES string = CC(C)CN(O)O
- gap between HOMO and LUMO (hartree) = 0.3516
- E_HOMO (eV) = -8.766

=====

A 2-piece molecular cluster, C4H11NO2 overall in a non-equilibrium geometry. Source: the Open Molecules 2025 dataset; level of theory: the ωB97M-V functional and the def2-TZVPD basis.

ORCA input file:
```
! wB97M-V def2-TZVPD RIJCOSX def2/J DEFGRID3
* xyz 0 1
C 0.856 0.552 -1.335
C 0.574 -0.663 -2.174
N -0.405 1.496 -1.203
H 0.898 0.259 -0.254
H 1.723 1.082 -1.639
H -0.379 -1.169 -1.977
H 1.348 -1.419 -1.942
H -0.941 0.880 -0.588
H -0.170 2.282 -0.498
H -0.889 1.814 -2.034
H 0.708 -0.496 -3.287
C -0.152 -1.029 2.870
C -0.979 -0.160 1.851
O -0.968 1.071 2.060
O -1.312 -0.622 0.720
H 0.838 -0.708 3.081
H -0.172 -2.047 2.464
H -0.579 -1.120 3.886
*
```

- gap between HOMO and LUMO (hartree) = 0.2897
- E_HOMO (eV) = -7.810

=====

One molecule with the formula C4H11NO2 in a non-equilibrium geometry. Source: the Open Molecules 2025 dataset; level of theory: the ωB97M-V functional and the def2-TZVPD basis.

ORCA input file:
```
! wB97M-V def2-TZVPD RIJCOSX def2/J DEFGRID3
* xyz 0 1
C -1.617 0.768 -1.031
C -0.331 0.739 -0.225
O 0.744 0.117 -1.065
O 1.740 1.063 -1.623
N -0.277 -0.063 0.951
C -0.700 -1.450 0.793
C 1.422 -0.051 1.323
H -1.903 -0.222 -1.393
H -1.488 1.416 -1.902
H -2.433 1.161 -0.418
H -0.033 1.772 -0.013
H 2.116 0.448 -2.277
H -0.574 -1.983 1.741
H -1.756 -1.542 0.517
H -0.125 -2.014 0.048
H 1.418 -0.781 2.132
H 2.263 -0.323 0.689
H 1.534 0.943 1.751
*
```

- SMILES string = C[C@H](OO)N(C)C
- gap between HOMO and LUMO (hartree) = 0.3624
- E_HOMO (eV) = -8.910

=====

An isolated ion of composition C4H11NO2 and charge +1 in a non-equilibrium geometry. Source: the Open Molecules 2025 dataset; level of theory: the ωB97M-V functional and the def2-TZVPD basis.

ORCA input file:
```
! wB97M-V def2-TZVPD RIJCOSX def2/J DEFGRID3
* xyz 1 2
C -0.079 -0.944 0.081
C 1.159 -0.730 -0.916
C 0.810 0.377 -1.960
O 2.398 -0.467 -0.341
N -0.361 0.308 0.689
C -1.270 0.271 1.859
O -2.431 0.986 1.567
H 0.111 -1.681 0.865
H -0.794 -1.402 -0.610
H 1.272 -1.690 -1.414
H -0.260 0.549 -2.058
H 1.112 0.094 -2.973
H 1.346 1.289 -1.735
H 2.317 0.215 0.361
H -0.521 1.044 0.001
H -1.666 -0.740 1.947
H -0.785 0.616 2.776
H -2.358 1.904 1.860
*
```

- gap between HOMO and LUMO (spin up / spin down) (hartree) = 0.4342 / 0.2371
- E_HOMO (spin up / spin down) (eV) = -14.962 / -14.842

=====

A 3-piece molecular cluster, C4H11NO2 overall in a non-equilibrium geometry. Source: the Open Molecules 2025 dataset; level of theory: the ωB97M-V functional and the def2-TZVPD basis.

ORCA input file:
```
! wB97M-V def2-TZVPD RIJCOSX def2/J DEFGRID3
* xyz 1 2
N -0.409 2.158 2.401
C -0.330 1.087 1.645
C 0.861 0.458 1.321
C 1.009 -0.623 0.493
C 2.381 -1.002 0.239
H -1.293 2.603 2.181
H 0.426 2.731 2.376
H -1.307 0.715 1.347
H 1.756 0.695 1.888
H 0.244 -1.029 -0.168
H 2.836 -1.721 0.913
H 3.030 -0.240 -0.179
H -1.953 -1.103 -1.525
H -3.261 -0.766 -0.726
O -2.517 -0.390 -1.207
H -0.726 -1.027 -4.392
H 0.001 -1.550 -3.179
O -0.751 -0.996 -3.427
*
```

- gap between HOMO and LUMO (spin up / spin down) (hartree) = 0.2861 / 0.3215
- E_HOMO (spin up / spin down) (eV) = -13.359 / -14.406

=====

An isolated ion of composition C4H11NO2 and charge +1 in a non-equilibrium geometry. Source: the Open Molecules 2025 dataset; level of theory: the ωB97M-V functional and the def2-TZVPD basis.

ORCA input file:
```
! wB97M-V def2-TZVPD RIJCOSX def2/J DEFGRID3
* xyz 1 2
C -1.303 0.251 1.420
C -0.290 0.211 0.240
C -0.628 1.019 -0.974
O -0.885 2.381 -0.398
N -0.024 -1.244 -0.256
C 1.439 -1.406 -0.636
O 2.630 -1.543 0.170
H -2.078 1.028 1.295
H -1.997 -0.665 1.479
H -1.195 0.546 2.396
H 0.743 0.623 0.435
H -1.424 0.810 -1.567
H 0.308 1.132 -1.602
H -0.282 3.044 -0.847
H -0.358 -2.024 0.243
H 1.375 -2.154 -1.446
H 1.551 -0.394 -1.047
H 2.417 -1.616 1.096
*
```

- gap between HOMO and LUMO (spin up / spin down) (hartree) = 0.4364 / 0.2301
- E_HOMO (spin up / spin down) (eV) = -15.112 / -15.093